Below is a structure of composition C13H29N5RuS2, with properties calculated with ωB97M-V with the def2-TZVPD basis set.

Output
Energy ... -1676.7385 Eh
Energy above the lowest of the compared OMol25 structures with the same formula, charge and spin ... 65.4 kcal/mol
<S²> ... 0.9227
HOMO (spin up / spin down) ... -18.20 / -18.19 eV
Charge ... +3
2S+1 ... 2

Each line ends with the Mulliken spin population.
Cartesian coordinates (Å):
1 Ru 0.315 0.232 -0.081  0.918
2 S 2.648 -0.353 -0.087  0.169
3 S 5.002 1.326 0.872  0.005
4 N -0.113 -0.207 -2.296  0.018
5 N 5.222 -0.816 -0.503  0.007
6 N -0.148 0.157 2.217  0.023
7 N -1.283 -1.685 -0.172  -0.066
8 N -1.359 1.898 0.206  -0.036
9 C -0.572 -1.156 2.719  0.000
10 C -0.894 -1.398 -2.626  -0.009
11 C -2.346 -1.700 0.834  0.007
12 C -1.945 1.664 -2.302  -0.001
13 C -1.888 -1.730 -1.514  0.005
14 C -0.547 1.152 -2.680  -0.018
15 C -1.934 1.775 1.559  -0.001
16 C -1.957 -1.668 2.321  -0.002
17 C 4.318 -0.031 0.037  -0.013
18 C 6.692 0.694 0.637  0.000
19 C -0.894 1.368 2.607  0.005
20 C 6.605 -0.387 -0.440  0.000
21 C -2.394 1.754 -0.826  0.006
22 H -1.449 -1.270 -3.564  -0.001
23 H 6.905 -0.002 -1.425  0.000
24 H 0.193 -1.869 2.389  -0.001
25 H -2.711 -1.014 -1.538  0.000
26 H -0.180 2.184 2.748  -0.002
27 H -1.417 1.210 3.557  -0.001
28 H -1.988 2.666 -2.734  0.000
29 H 7.026 0.301 1.603  0.000
30 H -2.399 2.718 1.874  -0.003
31 H 4.980 -1.650 -1.026  0.000
32 H 7.251 -1.236 -0.200  0.000
33 H -2.316 -2.720 -1.716  -0.003
34 H -0.558 -1.152 3.818  -0.002
35 H -0.497 1.239 -3.776  0.004
36 H -0.198 -2.231 -2.758  0.000
37 H -2.722 1.024 1.527  0.000
38 H -0.879 2.802 0.111  0.002
39 H -2.002 -2.682 2.720  -0.001
40 H -0.662 -2.494 -0.040  0.000
41 H -2.728 -1.103 2.844  0.000
42 H -3.006 -0.858 0.612  -0.002
43 H 0.815 0.271 2.539  -0.008
44 H 0.829 -0.322 -2.677  0.009
45 H -2.962 -2.600 0.691  -0.005
46 H -2.704 1.078 -2.824  0.001
47 H -3.098 2.597 -0.758  -0.007
48 H -2.972 0.864 -0.570  0.001
49 H 7.351 1.518 0.364  0.001
50 H 0.219 1.842 -2.271  0.000

Below is a structure of composition C13H30BrClNO2PTa, with properties calculated with ωB97M-V with the def2-TZVPD basis set.

Output
Energy ... -4150.9725 Eh
HOMO ... -3.91 eV
Charge ... -1
2S+1 ... 1

Each line ends with the Mulliken charge.
Cartesian coordinates (Å):
1 Ta -0.237 -0.632 0.035  0.413
2 Br 0.308 -2.563 -3.454  -0.332
3 Cl -2.234 2.044 0.103  -0.209
4 P 1.245 -0.966 -2.143  0.070
5 O -3.026 2.088 -4.639  -0.557
6 O 2.651 -1.706 -1.691  -0.447
7 N 3.781 0.450 3.126  -0.672
8 C -3.152 2.073 -3.207  -0.376
9 C -2.148 -0.931 -1.138  -1.160
10 C -3.470 0.655 -2.752  -0.760
11 C 0.252 2.568 0.911  -0.824
12 C -0.086 -2.955 0.203  -1.051
13 C -0.429 -3.303 1.575  -0.226
14 C 0.486 -3.486 2.586  -0.972
15 C 3.513 1.144 1.865  -1.008
16 C 0.007 2.210 2.387  -1.035
17 C 1.633 -0.574 1.285  -1.033
18 C 2.810 0.304 0.782  0.064
19 C -2.213 -0.211 -2.519  -0.174
20 C -0.449 1.662 -0.106  -0.598
21 H 2.969 0.487 3.727  0.313
22 H 1.277 -4.226 2.493  0.312
23 H 2.912 2.022 2.113  0.261
24 H -2.210 2.406 -2.764  0.236
25 H -1.320 0.392 -2.734  0.261
26 H 1.353 -0.346 2.318  0.364
27 H 3.990 -0.527 2.959  0.300
28 H -2.240 -2.007 -1.324  0.403
29 H 2.504 0.985 -0.022  0.241
30 H 1.975 -1.616 1.320  0.463
31 H 0.896 1.812 2.874  0.084
32 H -4.019 0.751 -1.815  0.329
33 H -2.372 2.744 -4.882  0.305
34 H 1.314 2.673 0.680  0.359
35 H -0.826 1.515 2.487  0.288
36 H 0.952 -3.262 -0.012  0.337
37 H 4.461 1.511 1.461  0.368
38 H 0.457 -2.879 3.487  0.247
39 H 3.574 -0.353 0.361  0.431
40 H -4.102 0.225 -3.532  0.387
41 H 2.467 -2.387 -1.030  0.351
42 H -0.209 2.002 -1.119  0.564
43 H -2.200 -0.988 -3.283  0.363
44 H -0.171 3.571 0.771  0.587
45 H -1.209 -0.763 1.565  -0.284
46 H -3.030 -0.671 -0.544  0.552
47 H -0.739 -3.389 -0.561  0.479
48 H -3.928 2.778 -2.892  0.275
49 H -1.500 -3.439 1.747  0.332
50 H -0.268 3.110 2.943  0.378

Below is a cluster of 4 separate species, C13H30BrO9P in total, with properties calculated with ωB97M-V with the def2-TZVPD basis set.

Output
Energy ... -4105.8387 Eh
HOMO ... -9.12 eV
Charge ... 0
2S+1 ... 1
SMILES ... CC[C@H](C)[PH3]Br.COC(=O)OC.COC(=O)OC.COC(=O)OC

Each line ends with the Mulliken charge.
Cartesian coordinates (Å):
1 Br -3.074 -1.344 3.271  -0.506
2 P -1.188 -0.032 2.521  0.352
3 O 0.778 5.847 0.910  -0.243
4 O -2.427 -2.200 -1.285  -0.526
5 O 0.867 -4.665 -2.705  -0.280
6 O 1.510 -6.627 -1.792  -0.543
7 O 0.539 7.703 1.985  -0.313
8 O 1.719 7.715 0.060  -0.540
9 O -3.451 -1.896 -3.271  -0.338
10 O 2.414 -5.803 -3.688  -0.330
11 O -4.546 -1.451 -1.466  -0.360
12 C -4.632 -1.453 -0.033  -0.423
13 C -3.387 -1.882 -1.945  0.783
14 C 0.642 2.043 2.920  -1.294
15 C 0.276 0.948 1.913  -0.096
16 C -0.078 -4.504 -1.637  -0.478
17 C 2.149 -0.616 2.739  -1.201
18 C -2.269 -2.368 -3.925  -0.576
19 C 1.297 5.119 -0.207  -0.525
20 C 1.431 0.023 1.541  -0.525
21 C 1.075 7.146 0.903  0.767
22 C 3.255 -6.960 -3.746  -0.634
23 C 1.586 -5.780 -2.643  0.762
24 C 0.780 9.110 2.106  -0.630
25 H 1.848 9.310 2.164  0.295
26 H 0.051 1.990 3.838  0.378
27 H 0.897 5.504 -1.142  0.317
28 H 0.361 9.643 1.256  0.296
29 H 3.886 -7.018 -2.861  0.295
30 H 2.657 -7.865 -3.817  0.296
31 H -3.824 -0.870 0.399  0.055
32 H -0.613 -0.357 3.738  0.087
33 H 3.216 -0.410 2.737  0.301
34 H -4.577 -2.467 0.355  0.324
35 H 1.688 1.989 3.212  0.334
36 H 0.460 3.033 2.506  0.299
37 H 1.766 -0.254 3.692  0.364
38 H 1.043 -0.766 0.892  0.253
39 H -0.078 1.426 0.995  0.446
40 H 2.384 5.172 -0.231  0.334
41 H -1.172 -0.923 1.446  -0.005
42 H -2.079 -3.409 -3.669  0.268
43 H -1.408 -1.763 -3.650  0.280
44 H 0.974 4.094 -0.052  0.036
45 H -0.797 -5.320 -1.639  0.330
46 H -2.049 1.049 2.533  0.099
47 H -5.591 -1.005 0.203  0.274
48 H 0.430 -4.480 -0.675  0.357
49 H 3.859 -6.829 -4.638  0.216
50 H 2.029 -1.697 2.735  0.342
51 H -2.475 -2.275 -4.986  0.234
52 H 2.142 0.575 0.926  0.370
53 H 0.285 9.405 3.025  0.213
54 H -0.577 -3.557 -1.819  0.008

Below is a structure of composition C13H30F3N3O4P2Ta, with properties calculated with ωB97M-V with the def2-TZVPD basis set.

Output
Energy ... -2017.7831 Eh
HOMO ... -4.28 eV
Charge ... -1
2S+1 ... 1

Each line ends with the Mulliken charge.
Cartesian coordinates (Å):
1 Ta -0.263 -0.136 -0.132  0.428
2 P 1.088 1.134 1.783  0.247
3 P 0.046 -2.100 1.551  0.769
4 F -2.821 -0.760 -4.661  -0.280
5 F -2.274 -2.727 -3.847  -0.282
6 F -0.721 -1.323 -4.383  -0.286
7 O 1.662 1.384 -3.055  -0.575
8 O -2.042 -0.855 -2.630  -0.288
9 O -1.921 2.498 -2.194  -0.552
10 O 2.244 -2.061 -0.454  -0.339
11 N 1.170 0.186 3.083  -0.659
12 N -0.789 -3.299 0.891  -0.795
13 N -0.011 1.454 -1.505  0.315
14 C -1.965 -1.389 -3.825  0.933
15 C -0.747 3.708 -0.553  -1.263
16 C -3.289 0.564 0.163  -1.665
17 C -1.996 0.796 0.975  0.970
18 C -0.964 2.526 -1.476  0.475
19 C 1.865 -0.731 -0.783  -1.056
20 C -2.997 -0.882 2.665  -1.435
21 C -1.351 -1.538 -1.530  -1.154
22 C 3.635 -2.261 -0.344  -0.368
23 C 1.263 1.838 -2.021  0.283
24 C -2.210 0.419 2.459  -0.460
25 C 2.137 2.804 -1.247  -1.033
26 C 4.152 -1.913 1.043  -0.941
27 H -4.151 0.973 0.708  0.485
28 H 1.665 3.277 -0.393  0.286
29 H -0.383 -1.786 2.849  0.003
30 H -3.248 1.050 -0.812  0.279
31 H -0.203 -4.069 0.583  0.210
32 H -1.834 1.885 0.992  0.048
33 H -1.731 4.009 -0.191  0.373
34 H 1.401 -2.351 1.809  -0.327
35 H 0.603 2.447 2.112  -0.084
36 H 2.678 -0.047 -0.493  0.468
37 H -2.759 1.242 2.938  0.455
38 H 2.112 0.083 3.448  0.207
39 H 4.154 -1.668 -1.111  0.332
40 H -2.781 -1.633 1.898  0.315
41 H 3.817 -3.315 -0.574  0.347
42 H 1.756 -0.653 -1.878  0.495
43 H -4.076 -0.698 2.652  0.364
44 H -2.082 -2.162 -1.014  0.402
45 H 5.240 -2.018 1.078  0.412
46 H -2.753 -1.344 3.623  0.356
47 H 2.511 3.557 -1.943  0.316
48 H -0.102 3.499 0.297  0.223
49 H -1.260 0.341 2.994  0.199
50 H 2.991 2.223 -0.893  0.250
51 H -0.337 4.539 -1.132  0.348
52 H 2.373 1.559 1.350  -0.074
53 H -3.490 -0.497 -0.009  0.294
54 H 3.891 -0.882 1.297  0.151
55 H -0.600 -2.228 -1.936  0.625
56 H 3.712 -2.568 1.795  0.250

Number 4 is which compound?
C13H30F3N3O4P2Ta